Record 1
{
  "formula": "C2H12N2O3",
  "method": "wB97M-V/def2-TZVPD",
  "symbols": ["C", "N", "C", "N", "H", "H", "H", "H", "H", "H", "H", "H", "O", "H", "H", "O", "H", "H", "O"],
  "positions_angstrom": [[1.379442, 1.079667, -0.915175], [1.275055, -1.325318, 0.358065], [1.369676, -1.314924, -1.012079], [1.213254, -0.321917, -1.765736], [1.866926, 1.733491, -1.660917], [0.421689, 1.488007, -0.625946], [2.163127, 1.007353, -0.093805], [0.685990, -0.489229, 0.806687], [1.335492, -2.178907, 0.938284], [1.544527, -2.241119, -1.490103], [-3.231558, 4.034024, 1.345662], [-1.848993, 3.639406, 0.771834], [-2.307761, 4.095817, 1.490882], [-0.364003, -0.709697, -2.109153], [-1.159759, -1.182924, -3.374904], [-1.290388, -0.696281, -2.580132], [-0.297583, -2.629374, 3.248191], [-0.707350, -1.794982, 4.483719], [-0.692024, -1.866270, 3.486459]],
  "forces_ev_per_angstrom": [[1.358, -1.716, -1.931], [-1.437, 1.778, 1.902], [-0.377, -0.426, 1.820], [1.562, 3.900, 1.587], [-0.641, -0.181, 0.266], [-0.133, -0.001, 0.264], [-1.388, -0.305, -0.741], [1.993, -2.783, -1.287], [-0.155, 0.940, -1.023], [0.068, -1.307, -0.277], [-1.231, -0.235, -0.433], [-0.448, 0.136, 0.181], [1.676, 0.094, 0.243], [-2.291, 0.269, -1.697], [0.212, -0.523, -0.957], [1.212, 0.367, 2.107], [1.996, -4.043, -0.851], [0.155, -0.371, -1.886], [-2.134, 4.406, 2.713]],
  "nbo_charge": [-0.4850, -0.8491, 0.2842, -0.5202, 0.2185, 0.2018, 0.2034, 0.4189, 0.4037, 0.1741, 0.4703, 0.4721, -0.9421, 0.4782, 0.4569, -0.9865, 0.4591, 0.4797, -0.9380],
  "total_energy_ha": -418.556686,
  "de_lowest_kj_mol": 216.3,
  "smiles": "C/N=C\\N.O.O.O",
  "gap_ev": 9.85,
  "lumo_ev": 0.39,
  "spin_multiplicity": 1
}

---

Record 2
{
  "formula": "C34H26Cl5FIrN6O6",
  "method": "wB97M-V/def2-TZVPD",
  "symbols": ["Ir", "O", "C", "N", "C", "O", "C", "C", "C", "C", "C", "N", "C", "C", "C", "C", "C", "N", "H", "H", "H", "H", "H", "H", "H", "H", "C", "C", "N", "C", "C", "C", "O", "O", "C", "O", "C", "C", "C", "F", "C", "C", "C", "N", "C", "C", "N", "C", "C", "H", "H", "H", "H", "H", "H", "H", "H", "H", "H", "H", "H", "H", "H", "H", "H", "H", "H", "Cl", "C", "C", "Cl", "C", "Cl", "C", "O", "C", "Cl", "C", "Cl"],
  "positions_angstrom": [[1.546989, 1.789497, -2.134451], [-2.315675, 2.183268, -3.300209], [-1.126936, 2.268458, -3.191712], [-0.381630, 2.236942, -2.019644], [-0.949297, 2.248024, -0.755911], [-2.053386, 1.911507, -0.427778], [0.038247, 2.879884, 0.167731], [-0.273922, 3.220705, 1.464701], [0.719475, 3.784391, 2.253117], [1.971155, 4.005635, 1.701871], [2.198264, 3.654573, 0.382534], [1.246571, 3.091679, -0.368830], [-0.201986, 2.649406, -4.290149], [-0.612293, 2.758829, -5.595424], [0.305424, 3.182718, -6.546647], [1.581325, 3.529255, -6.134587], [1.926552, 3.374607, -4.804813], [1.053553, 2.923114, -3.893573], [-1.279093, 3.045121, 1.822197], [0.520379, 4.047482, 3.284079], [2.774173, 4.440790, 2.279296], [3.155607, 3.824662, -0.087867], [-1.635005, 2.505230, -5.838531], [0.020244, 3.259162, -7.587483], [2.314818, 3.912913, -6.829538], [2.911410, 3.638394, -4.451242], [1.299039, -0.387428, 5.340716], [1.805919, -1.377546, 4.303177], [1.475257, -0.953632, 2.929731], [2.367055, -0.219950, 2.260207], [2.192998, 0.240952, 0.979065], [3.292180, 1.053035, 0.384828], [4.246394, 1.371074, 1.058349], [3.164006, 1.392321, -0.875119], [1.008089, -0.071881, 0.296179], [0.759653, 0.215533, -0.916153], [-0.005712, -0.787753, 1.045265], [-1.250251, -1.054021, 0.461612], [-2.190832, -1.765239, 1.138796], [-3.355147, -2.020442, 0.518472], [-1.967974, -2.257969, 2.441884], [-0.750516, -1.950827, 3.030972], [0.242393, -1.237329, 2.347939], [-2.929502, -2.991868, 3.164826], [-4.308845, -3.125950, 2.680322], [-5.153864, -3.801619, 3.766241], [-4.566976, -3.460448, 5.103621], [-3.236227, -4.144563, 5.282813], [-2.516721, -4.161592, 3.930538], [1.534343, -0.744533, 6.342988], [0.219012, -0.248126, 5.266547], [1.778628, 0.582601, 5.206265], [1.401760, -2.373834, 4.466061], [2.888449, -1.462738, 4.358673], [3.298178, 0.010302, 2.764418], [-1.467496, -0.700664, -0.537346], [-0.575725, -2.262753, 4.049797], [-4.390968, -3.719209, 1.767720], [-4.700688, -2.133423, 2.469736], [-5.155128, -4.885943, 3.682860], [-6.183011, -3.454516, 3.722525], [-5.201659, -3.708389, 5.862428], [-4.423108, -2.449973, 5.133580], [-3.415147, -5.155659, 5.643237], [-2.679975, -3.595223, 6.038797], [-2.757238, -5.078374, 3.381055], [-1.444799, -4.166322, 4.095019], [3.789938, -1.196988, -8.379554], [2.994285, -0.667755, -6.954688], [3.687677, 0.054510, -5.993080], [5.327480, 0.501306, -6.223529], [3.030872, 0.421539, -4.827274], [3.828436, 1.307243, -3.574953], [1.713625, 0.098691, -4.566885], [1.064649, 0.448866, -3.449360], [1.017412, -0.596460, -5.555717], [-0.647636, -0.945568, -5.269497], [1.644039, -0.969199, -6.738817], [0.748448, -1.778529, -7.952420]],
  "forces_ev_per_angstrom": [[-2.934, 0.871, 0.897], [0.003, -0.098, -0.020], [0.059, 0.059, 0.245], [-0.634, -0.785, -0.210], [0.106, 0.228, -0.095], [-0.030, 0.027, -0.043], [0.077, 0.001, 0.256], [0.011, 0.036, 0.039], [0.029, -0.001, 0.021], [-0.077, 0.059, 0.029], [-0.034, 0.277, -0.223], [0.677, 0.021, -0.101], [0.086, 0.055, -0.231], [-0.016, 0.070, -0.083], [-0.017, 0.038, 0.008], [-0.063, 0.063, -0.031], [-0.005, 0.327, 0.203], [0.981, 0.065, -0.172], [0.011, -0.052, -0.005], [-0.005, 0.031, -0.029], [-0.003, 0.022, -0.031], [0.038, -0.141, 0.019], [-0.003, 0.013, 0.031], [0.016, 0.004, 0.006], [0.017, -0.038, 0.014], [0.011, -0.083, -0.001], [-0.036, -0.016, -0.041], [-0.060, 0.121, 0.105], [-0.044, -0.040, 0.024], [0.014, 0.013, -0.041], [-0.025, 0.100, 0.133], [0.016, -0.067, -0.413], [0.050, -0.002, 0.021], [0.776, -0.090, 0.080], [-0.018, -0.147, -0.128], [0.269, 0.195, 0.198], [-0.024, -0.080, -0.094], [0.032, 0.038, -0.062], [0.020, -0.047, -0.006], [-0.007, -0.019, 0.001], [-0.079, 0.048, 0.064], [0.053, -0.060, 0.079], [0.048, -0.007, 0.016], [-0.030, 0.028, 0.034], [0.142, 0.052, 0.043], [-0.041, 0.036, -0.164], [0.007, -0.062, -0.069], [0.203, -0.118, -0.037], [-0.090, 0.043, -0.127], [0.005, 0.008, -0.014], [0.019, 0.003, 0.010], [-0.019, -0.006, 0.014], [0.049, -0.043, -0.056], [0.015, -0.030, -0.048], [0.001, -0.018, 0.005], [0.011, -0.034, -0.014], [-0.022, 0.030, -0.006], [-0.017, -0.037, 0.002], [-0.037, 0.000, -0.016], [0.035, -0.021, 0.073], [-0.010, 0.010, 0.081], [-0.019, 0.011, 0.013], [0.008, 0.019, 0.061], [-0.103, 0.026, 0.042], [-0.058, 0.068, 0.013], [0.022, -0.022, 0.012], [0.015, -0.008, -0.005], [-0.070, 0.099, 0.065], [-0.051, -0.101, -0.125], [0.113, 0.042, 0.085], [-0.054, -0.030, 0.018], [0.194, 0.144, 0.204], [0.732, -0.120, 0.043], [-0.390, 0.274, 0.101], [0.367, -1.123, -0.527], [-0.356, -0.085, -0.069], [0.133, 0.031, -0.047], [-0.005, -0.030, -0.038], [0.015, -0.047, 0.019]],
  "lowdin_spin": [0.6254, 0.0031, 0.0026, -0.0044, -0.0001, -0.0018, -0.0008, 0.0002, -0.0010, 0.0003, -0.0003, 0.0051, 0.0011, -0.0011, 0.0007, -0.0005, 0.0043, -0.0016, 0.0000, 0.0000, 0.0001, -0.0002, -0.0001, 0.0001, 0.0000, 0.0002, 0.0000, 0.0000, -0.0003, -0.0008, -0.0001, 0.0093, 0.0298, 0.1514, 0.0043, 0.0450, 0.0023, 0.0001, 0.0000, 0.0000, 0.0002, 0.0000, 0.0005, 0.0001, 0.0000, 0.0000, 0.0000, 0.0000, 0.0000, 0.0000, 0.0000, 0.0000, 0.0000, 0.0000, 0.0001, 0.0000, 0.0000, 0.0000, 0.0000, 0.0000, 0.0000, 0.0000, 0.0000, 0.0000, 0.0000, 0.0000, 0.0000, 0.0044, 0.0106, 0.0000, 0.0006, 0.0108, 0.0574, -0.0001, 0.0352, 0.0093, 0.0022, -0.0021, -0.0016],
  "total_charge": 2,
  "total_energy_ha": -4595.883817,
  "de_lowest_kj_mol": 231.8,
  "gap_ev": [6.90, 5.88],
  "lumo_ev": [-5.41, -6.44],
  "spin_multiplicity": 2,
  "s_squared": 0.756
}

---

Record 3
{
  "formula": "H12O6",
  "method": "wB97M-V/def2-TZVPD",
  "symbols": ["O", "H", "H", "O", "H", "H", "O", "H", "H", "O", "H", "H", "O", "H", "H", "O", "H", "H"],
  "positions_angstrom": [[-1.108231, 4.032028, -0.615836], [-0.264081, 3.603299, -0.756642], [-0.886371, 4.874242, -0.218719], [-1.098007, -1.864052, -2.634135], [-1.929262, -2.074928, -2.208943], [-0.720877, -1.170343, -2.093049], [-0.280184, -0.039369, -0.805813], [-0.529167, -0.405258, 0.042924], [-0.049554, 0.870183, -0.616705], [1.380360, 2.369224, -0.153640], [1.608836, 2.302181, 0.773473], [1.982613, 1.768980, -0.593235], [0.901790, -2.749301, 0.680973], [0.094908, -2.798460, 0.168380], [1.509991, -3.333182, 0.227750], [-0.571344, -1.870646, 2.824445], [0.231099, -2.007918, 2.320989], [-0.272519, -1.506682, 3.657784]],
  "forces_ev_per_angstrom": [[-0.544, -0.259, -0.117], [0.672, -0.322, -0.068], [-0.017, 0.522, 0.211], [0.079, -0.863, -1.144], [-0.986, -0.385, 0.232], [0.921, 1.559, 1.020], [-0.313, -0.781, -0.477], [-0.091, -0.138, 0.525], [0.312, 0.813, -0.016], [-0.588, -0.150, -0.229], [0.079, 0.130, 0.398], [0.417, -0.046, -0.272], [-0.074, 0.378, 0.031], [-0.235, -0.229, -0.061], [0.357, -0.206, -0.015], [-0.496, 0.272, -0.114], [0.572, -0.426, -0.393], [-0.064, 0.132, 0.490]],
  "lowdin_spin": [0.2108, 0.0019, 0.0023, 0.5267, 0.0071, 0.0043, 0.0822, 0.0002, 0.0002, 0.0021, -0.0001, -0.0002, 0.0163, 0.0002, 0.0001, 0.1438, 0.0007, 0.0014],
  "total_charge": 1,
  "total_energy_ha": -458.211827,
  "de_lowest_kj_mol": 157.0,
  "gap_ev": [12.29, 2.38],
  "lumo_ev": [-3.38, -11.67],
  "spin_multiplicity": 2,
  "s_squared": 0.756
}